C3H2N2O3 | wB97M-V/def2-TZVPD

## Properties
frontier orbital gap = 0.3526 Eh
SMILES = O=c1cnc(O)no1
E_LUMO = -0.777 eV
molar mass = 114.06 g/mol
relative energy (zero: lowest compared OMol25 entry of this formula, charge and spin) = 393.3 kJ/mol
calculated total energy = -450.65347 Ha

Last column: Mulliken charge in e.
Atoms and positions in Å:
C (-0.1805, -0.3538, -0.9792)  0.4546
C (0.7204, -0.4935, 1.0168)  0.0560
C (0.1683, 0.8808, 1.2624)  0.5310
H (-1.5316, -0.6859, -2.5509)  0.4299
H (1.1865, -1.0087, 1.8018)  0.4448
N (0.4356, -1.1265, -0.0119)  -0.3514
N (-0.2559, 0.9135, -1.0831)  -0.3135
O (-0.5855, -1.0579, -2.0239)  -0.5527
O (0.1128, 1.3376, 2.3913)  -0.5398
O (-0.0700, 1.5944, 0.1767)  -0.1587

=====

C3H2N2O3 | wB97M-V/def2-TZVPD

## Properties
frontier orbital gap = 0.3665 Eh
SMILES = O=Cc1nonc1O
E_LUMO = -0.767 eV
molar mass = 114.06 g/mol
relative energy (zero: lowest compared OMol25 entry of this formula, charge and spin) = 576.2 kJ/mol
calculated total energy = -450.58382 Ha

Last column: Mulliken charge in e.
Atoms and positions in Å:
C (-0.9350, 0.3013, -0.0752)  0.6525
C (0.1357, -0.4896, -0.2042)  0.3941
C (1.6104, 0.0497, 0.1623)  0.0457
H (-0.1082, 1.8709, -0.2976)  0.2474
H (1.6009, 1.1636, 0.5990)  0.1893
N (-1.9883, -0.4284, 0.0568)  -0.4084
N (-0.2816, -1.7873, -0.0010)  -0.2927
O (-0.9394, 1.6381, -0.0776)  -0.4491
O (-1.6010, -1.5955, -0.0297)  0.0234
O (2.5064, -0.7228, -0.1328)  -0.4023

=====

C3H2N2O3 | wB97M-V/def2-TZVPD

## Properties
frontier orbital gap = 0.3003 Eh
SMILES = O=C1C=N/C(=N/O)O1
E_LUMO = -1.191 eV
molar mass = 114.06 g/mol
relative energy (zero: lowest compared OMol25 entry of this formula, charge and spin) = 607.7 kJ/mol
calculated total energy = -450.57180 Ha

Last column: Mulliken charge in e.
Atoms and positions in Å:
C (0.1244, 0.6691, 0.3795)  0.5919
C (-0.2869, -1.4908, -0.3511)  0.4341
C (0.6307, -1.4438, 0.7542)  0.0718
H (-0.1579, 3.4778, -0.3776)  0.4315
H (1.5584, -2.1308, 1.3937)  0.3075
N (0.3435, 1.9937, 0.3296)  -0.3913
N (0.8024, -0.2563, 1.2277)  -0.3813
O (-0.2143, 2.5001, -0.6265)  -0.2823
O (-0.9228, -0.0834, -0.2771)  -0.3081
O (-0.3918, -2.4062, -1.1731)  -0.4737

=====

C3H2N2O4 | wB97M-V/def2-TZVPD

## Properties
frontier orbital gap = 0.3740 Eh
SMILES = O=C1N=CO[C@H]1[N+](=O)[O-]
E_LUMO = -0.806 eV
molar mass = 130.06 g/mol
relative energy (zero: lowest compared OMol25 entry of this formula, charge and spin) = 303.7 kJ/mol
calculated total energy = -525.83106 Ha

Last column: Mulliken charge in e.
Atoms and positions in Å:
C (0.4219, -1.4443, 0.9186)  0.1619
C (-0.8406, -0.6287, -0.6742)  0.5448
C (-0.4525, 0.6167, 0.2199)  -0.1670
N (-0.2121, -1.7339, -0.1259)  -0.5161
N (0.5768, 1.4508, -0.4935)  0.9881
O (0.0413, 2.4419, -0.8943)  -0.5420
O (-1.3521, -0.5217, -1.7602)  -0.4673
O (1.7097, 1.1315, -0.6206)  -0.5241
O (0.3037, -0.2885, 1.4947)  -0.3980
H (0.9808, -2.2664, 1.3816)  0.4190
H (-1.1768, 1.2426, 0.5539)  0.5007

=====

C3H2N2OS | wB97M-V/def2-TZVPD

## Properties
frontier orbital gap (alpha / beta) = 0.2917 / 0.2917 Eh
E_LUMO (alpha / beta) = -1.544 / -1.543 eV
molar mass = 114.13 g/mol
relative energy (zero: lowest compared OMol25 entry of this formula, charge and spin) = 365.6 kJ/mol
calculated total energy = -698.30193 Ha

Last column: Mulliken charge in e.
Atoms and positions in Å:
C (1.7102, 0.0763, -0.0895)  -0.2984
C (-0.4496, 1.7289, 1.4183)  0.0946
C (0.8024, -0.5363, -0.5799)  0.0281
N (-0.2031, -0.9436, -1.3221)  -0.2994
N (0.2444, 1.0605, 2.0153)  -0.3747
O (-2.2648, -2.1851, -1.8293)  -0.4117
S (-1.2193, -2.0718, -0.8618)  0.5578
H (2.3782, 0.6500, 0.5644)  0.4188
H (-0.9985, 2.2212, 0.6848)  0.2849

=====

C3H2N2OS | wB97M-V/def2-TZVPD

## Properties
frontier orbital gap (alpha / beta) = 0.2486 / 0.2287 Eh
E_LUMO (alpha / beta) = -1.156 / -1.396 eV
molar mass = 114.13 g/mol
relative energy (zero: lowest compared OMol25 entry of this formula, charge and spin) = 374.9 kJ/mol
calculated total energy = -698.29837 Ha

Last column: Mulliken charge in e.
Atoms and positions in Å:
C (0.2898, -1.2754, 0.0261)  0.3074
C (0.5335, -0.7070, -1.1681)  -0.0875
C (-0.2088, 1.4205, 0.0514)  0.2745
N (-0.1892, -0.7016, 1.1259)  -0.6161
N (-0.5736, 0.5861, 0.9984)  0.1144
O (-0.5132, 2.4452, -0.4526)  -0.3759
S (0.8118, -0.4637, -2.6919)  -0.2761
H (0.6724, -2.2736, 0.1975)  0.3677
H (-0.8229, 0.9694, 1.9134)  0.2917

=====

C3H2N2OS | wB97M-V/def2-TZVPD

## Properties
frontier orbital gap = 0.3146 Eh
SMILES = C=NOC(=S)C#N
E_LUMO = -1.130 eV
molar mass = 114.13 g/mol
relative energy (zero: lowest compared OMol25 entry of this formula, charge and spin) = 271.3 kJ/mol
calculated total energy = -698.33783 Ha

Last column: Mulliken charge in e.
Atoms and positions in Å:
C (-2.2158, 1.5142, -0.9391)  -0.2705
C (0.5176, -0.1080, -0.0196)  0.3652
C (0.0882, -0.4286, 1.2966)  0.2723
H (-3.2968, 1.3973, -0.9471)  0.2777
H (-1.6660, 2.2122, -1.5235)  0.3427
N (-1.6133, 0.5818, -0.3304)  -0.3436
N (-0.1495, -0.6630, 2.3924)  -0.3161
O (-0.2337, 0.7754, -0.6665)  -0.1335
S (1.8020, -0.9443, -0.5412)  -0.1943

=====

C3H2N2S2 | wB97M-V/def2-TZVPD

## Properties
frontier orbital gap = 0.2728 Eh
SMILES = c1cn2ssc2n1
E_LUMO = -1.044 eV
molar mass = 130.20 g/mol
relative energy (zero: lowest compared OMol25 entry of this formula, charge and spin) = 138.1 kJ/mol
calculated total energy = -1021.32714 Ha

Last column: Mulliken charge in e.
Atoms and positions in Å:
C (1.2744, 0.6315, 0.0655)  -0.2793
C (0.8641, -0.6458, 0.0010)  -0.1891
C (-0.8649, 0.6741, -0.1729)  0.2958
N (0.2516, 1.5443, -0.0025)  -0.5831
N (-0.5132, -0.6114, -0.1821)  0.0928
S (-2.6361, 0.5831, 0.0172)  -0.1459
S (-2.0581, -1.4960, -0.0254)  0.0169
H (2.2498, 0.9353, 0.1635)  0.4712
H (1.4327, -1.6150, 0.1357)  0.3207

=====

C3H2N3O2 | wB97M-V/def2-TZVPD

## Properties
frontier orbital gap (alpha / beta) = 0.3040 / 0.3025 Eh
E_LUMO (alpha / beta) = 3.560 / 3.558 eV
molar mass = 112.07 g/mol
relative energy (zero: lowest compared OMol25 entry of this formula, charge and spin) = 388.7 kJ/mol
net charge = -1
calculated total energy = -430.20160 Ha

Last column: Mulliken charge in e.
Atoms and positions in Å:
C (0.8568, 0.3870, -1.1226)  -0.3394
C (1.7933, -0.1890, -0.0762)  0.0738
C (-2.0209, -0.2175, 0.8907)  0.4954
N (-0.3112, 0.4832, -0.6239)  0.0959
N (1.3727, -0.6545, 0.9753)  -0.4987
N (-0.6195, 0.2240, 0.5322)  -0.1653
O (-2.1770, -0.7562, 1.9268)  -0.6133
O (-2.8223, 0.0608, -0.0113)  -0.6661
H (1.1481, 1.0362, -2.0782)  0.2378
H (2.7801, -0.3740, -0.4127)  0.3801

=====

C3H2N4 | wB97M-V/def2-TZVPD

## Properties
frontier orbital gap = 0.3552 Eh
E_LUMO = -1.183 eV
molar mass = 94.08 g/mol
relative energy (zero: lowest compared OMol25 entry of this formula, charge and spin) = 588.2 kJ/mol
calculated total energy = -334.30107 Ha

Last column: Mulliken charge in e.
Atoms and positions in Å:
C (-1.2313, 1.3310, -0.0616)  0.1296
C (-0.1976, 0.7775, 0.0455)  -0.4379
C (2.1679, -0.8736, -0.0248)  0.0089
N (3.4875, -0.6444, -0.0294)  -0.3496
N (3.6270, 0.6688, 0.0186)  -0.2570
N (2.5459, 1.2763, -0.0075)  -0.2118
N (1.6266, 0.3657, 0.0077)  0.3383
H (-2.2382, 1.4658, 0.1928)  0.3616
H (1.5496, -1.7262, -0.0111)  0.4177

=====

C3H2N4 | wB97M-V/def2-TZVPD

## Properties
frontier orbital gap (alpha / beta) = 0.3549 / 0.3549 Eh
E_LUMO (alpha / beta) = -0.607 / -0.606 eV
molar mass = 94.08 g/mol
relative energy (zero: lowest compared OMol25 entry of this formula, charge and spin) = 497.9 kJ/mol
calculated total energy = -334.33547 Ha

Last column: Mulliken charge in e.
Atoms and positions in Å:
C (-0.9971, 1.4027, 0.1745)  0.3804
C (0.5887, 0.4252, -0.1761)  -0.2872
C (0.7909, -0.8935, -0.3791)  -0.2076
N (-1.5466, 1.8915, -0.7106)  -0.4164
N (-0.5328, 0.3519, 0.8255)  -0.0617
N (0.1444, -1.7063, 0.5397)  0.0103
N (-0.6477, -1.1747, 1.3424)  -0.2251
H (0.8660, 1.3552, -0.6672)  0.4053
H (1.3342, -1.6519, -0.9491)  0.4022

=====

C3H2N4O | wB97M-V/def2-TZVPD

## Properties
frontier orbital gap = 0.2971 Eh
SMILES = O=c1ncncnn1
E_LUMO = -1.597 eV
molar mass = 110.08 g/mol
relative energy (zero: lowest compared OMol25 entry of this formula, charge and spin) = 99.5 kJ/mol
calculated total energy = -409.69031 Ha

Last column: Mulliken charge in e.
Atoms and positions in Å:
C (1.1235, 0.1221, -0.0231)  0.5695
C (-0.7727, 1.4197, -0.2444)  0.2102
C (-1.3753, -0.7306, 0.4630)  -0.0338
H (-1.2362, 2.3242, -0.6093)  0.4070
H (-2.0488, -1.3173, 0.9947)  0.4438
N (0.4840, 1.2487, -0.3540)  -0.4110
N (-1.6023, 0.5336, 0.3549)  -0.4474
N (-0.5078, -1.5563, -0.2875)  -0.1059
N (0.5742, -1.1035, -0.6882)  -0.1634
O (2.0994, 0.0335, 0.6581)  -0.4690